i | One molecule with the formula C18H28N2O3S, computed with ωB97M-V with the def2-TZVPD basis set.

Each line ends with the Löwdin charge.
Geometry (Å):
C1 1.35064 1.55239 -0.58378  -0.0401
H1 1.29857 1.73256 -1.65602  0.0885
H2 0.73418 2.29292 -0.07953  0.0797
H3 0.94825 0.56201 -0.37996  0.0672
C2 2.80161 1.65968 -0.09137  -0.6338
N1 3.65444 0.69965 -0.77636  -0.0798
S1 4.02184 -0.85200 -0.32191  0.6432
O1 4.68947 -0.84238 0.94560  -0.2878
O2 4.70870 -1.38982 -1.46041  -0.2893
C3 2.45570 -1.70394 -0.14366  -0.2895
C4 1.68022 -1.91407 -1.26749  -0.0561
C5 0.44495 -2.52478 -1.13850  -0.0105
C6 -0.01382 -2.92455 0.11247  -0.2165
C7 0.79489 -2.72712 1.22787  -0.0200
C8 2.03208 -2.11920 1.10276  -0.0616
H4 2.68088 -1.96352 1.95070  0.1137
H5 0.45387 -3.05337 2.20030  0.1187
C9 -1.38974 -3.50427 0.27578  -0.1390
H6 -1.38071 -4.27517 1.04803  0.1185
H7 -1.72695 -3.94122 -0.66393  0.1177
C10 -2.37105 -2.39543 0.68224  -0.0863
C11 -2.70721 -1.50938 -0.51299  -0.4380
O3 -2.49128 -1.87101 -1.65533  0.0510
N2 -3.29924 -0.32141 -0.25126  -0.0577
C12 -3.54072 0.27207 1.04265  -0.1563
H8 -3.47341 -0.47202 1.83366  0.1109
C13 -2.55467 1.41982 1.27806  -0.1702
C14 -2.70818 2.45747 0.16804  -0.2035
C15 -2.53712 1.79327 -1.19657  -0.1665
C16 -3.50538 0.61900 -1.33659  -0.1406
H9 -3.33910 0.08649 -2.27366  0.1193
H10 -4.54076 0.97489 -1.30304  0.1291
H11 -2.71918 2.51358 -1.99482  0.1136
H12 -1.51637 1.42030 -1.29793  0.1010
H13 -1.97278 3.25411 0.29335  0.1051
H14 -3.70200 2.90736 0.23104  0.1125
H15 -2.74220 1.87246 2.25276  0.1120
H16 -1.53654 1.02382 1.27270  0.1089
H17 -4.56301 0.67012 1.04391  0.1298
H18 -1.92504 -1.80572 1.48346  0.1091
H19 -3.30185 -2.83801 1.04609  0.1296
H20 -0.18329 -2.67475 -2.00257  0.1139
H21 2.05580 -1.60297 -2.22979  0.1192
H22 3.62243 0.76153 -1.78056  0.1136
C17 3.35068 3.05787 -0.40349  -0.0379
H23 3.32967 3.24406 -1.47471  0.0814
H24 2.75561 3.81925 0.09404  0.0842
H25 4.37859 3.13176 -0.06096  0.0881
C18 2.86247 1.40506 1.41172  -0.0393
H26 2.38956 2.22656 1.94493  0.0911
H27 2.35041 0.48082 1.66466  0.0665
H28 3.89608 1.31521 1.73039  0.0834


ii | One molecule with the formula C18H28N2O3S, computed with ωB97M-V with the def2-TZVPD basis set.

Each line ends with the Löwdin charge.
Geometry (Å):
C1 -1.37907 1.95630 1.58422  -0.0228
H1 -1.67032 1.40717 2.47671  0.0760
H2 -1.96698 2.86849 1.53313  0.0866
H3 -0.32754 2.22120 1.66285  0.0778
C2 -1.61354 1.11525 0.32658  -0.3152
N1 -0.81232 -0.09115 0.35980  0.1073
C3 0.14015 -0.36464 -0.56199  -0.5025
O1 0.37734 0.36883 -1.49755  0.0675
C4 0.87889 -1.66854 -0.31353  -0.1055
C5 1.65886 -1.66100 1.00632  -0.1942
C6 2.52610 -0.41405 1.19492  -0.1718
C7 3.52939 -0.13624 0.07048  -0.3392
C8 4.26428 1.17655 0.35421  -0.1732
C9 5.25688 1.50150 -0.75717  -0.2030
C10 6.26869 0.37168 -0.91404  -0.2122
C11 5.54712 -0.94049 -1.20032  -0.2018
C12 4.55096 -1.26271 -0.08973  -0.1694
H4 4.04712 -2.20178 -0.32524  0.1063
H5 5.08856 -1.39742 0.85279  0.1246
H6 6.27169 -1.75282 -1.29401  0.1074
H7 5.01255 -0.85738 -2.14945  0.1159
H8 6.96327 0.60067 -1.72501  0.1064
H9 6.84939 0.27356 0.00654  0.1123
H10 5.77295 2.43738 -0.53141  0.1071
H11 4.71437 1.63536 -1.69553  0.1156
H12 3.53912 1.98823 0.44681  0.1151
H13 4.79840 1.09443 1.30487  0.1209
H14 2.98052 -0.01611 -0.86781  0.1342
H15 1.87069 0.45620 1.28458  0.1057
H16 3.06969 -0.51358 2.13872  0.1208
H17 2.28197 -2.55599 1.04661  0.1055
H18 0.96252 -1.71973 1.84777  0.1028
H19 1.56023 -1.82280 -1.14977  0.1166
H20 0.15685 -2.48882 -0.30759  0.1207
H21 -0.97512 -0.73997 1.11195  0.1362
C13 -3.08032 0.78320 0.16554  -0.1689
C14 -3.80476 1.30878 -0.89852  -0.0013
C15 -5.15056 1.01768 -1.04417  -0.0446
C16 -5.76407 0.19535 -0.12235  -0.2945
C17 -5.06640 -0.34013 0.94041  -0.0459
C18 -3.72299 -0.04236 1.08391  -0.0175
H22 -3.17691 -0.45270 1.92067  0.1129
H23 -5.59040 -0.96710 1.64380  0.1141
S1 -7.48347 -0.21683 -0.32536  0.6193
O2 -8.02714 -0.64502 0.93044  -0.3000
O3 -8.14354 0.81787 -1.06640  -0.2984
N2 -7.35709 -1.57442 -1.31806  -0.0572
H24 -7.74637 -1.40489 -2.23119  0.0636
H25 -7.76854 -2.38760 -0.88976  0.0630
H26 -5.73661 1.42520 -1.85205  0.1153
H27 -3.30977 1.94746 -1.61438  0.1208
H28 -1.26470 1.66793 -0.55224  0.1405


ii wins, 22.6 kJ/mol ahead of the next structure.


i | One molecule with the formula C7H7NO, computed with ωB97M-V with the def2-TZVPD basis set.

Each line ends with the Löwdin charge.
Geometry (Å):
C1 -0.58157 2.36322 1.12849  -0.0561
C2 -0.64594 1.52757 -0.22980  -0.3412
C3 -0.23934 0.14740 -0.16840  -0.3025
C4 -0.39355 -0.58690 -1.39603  0.0099
C5 0.05361 -1.89800 -1.20684  -0.1112
C6 0.64927 -2.35603 -0.05823  -0.1025
C7 0.89149 -1.47420 0.94081  -0.0428
H1 -1.44849 2.22475 1.81857  0.0655
H2 0.30013 2.20031 1.85572  0.0817
H3 -0.67551 3.51088 1.02768  0.0909
H4 -0.42127 -0.40882 -2.52872  0.1462
H5 0.47249 -2.26506 -2.33518  0.1724
H6 1.13459 -3.27225 -0.33540  0.1042
H7 1.42498 -1.84662 1.73505  0.0782
N1 0.31371 -0.14884 0.95671  0.1572
O1 -0.83459 2.28260 -1.20443  0.0503


ii | One molecule with the formula C7H7NO, computed with ωB97M-V with the def2-TZVPD basis set.

Each line ends with the Löwdin charge.
Geometry (Å):
C1 -2.47473 -0.65452 0.64203  0.0267
C2 -1.77891 0.27604 -0.32696  -0.3435
C3 -0.27787 0.18737 -0.22363  -0.2225
C4 0.50634 1.21892 0.09976  -0.0178
C5 1.93400 1.16333 0.18776  0.0455
C6 2.49041 -0.11625 -0.21949  -0.0065
C7 1.54150 -1.06340 -0.49543  -0.2138
H1 -2.36550 -0.46700 1.69259  0.1083
H2 -3.38306 -0.79416 0.41020  0.0194
H3 -2.22539 -1.56971 0.53319  0.0225
H4 0.12134 2.29943 0.30199  0.1545
H5 2.41126 1.91014 0.36969  0.0007
H6 3.39082 -0.20711 -0.31549  0.0027
H7 2.16344 -2.09934 -0.89596  0.1677
N1 0.27967 -1.01836 -0.58725  0.1346
O1 -2.33333 0.93462 -1.17301  0.1215


i wins, 71.7 kJ/mol ahead of the next structure.


i | One molecule with the formula C4H9OP, computed with ωB97M-V with the def2-TZVPD basis set.

Each line ends with the Löwdin charge.
Geometry (Å):
C1 2.29827 -1.05643 0.19853  -0.1900
C2 -1.66288 0.16114 -0.46019  -0.3433
C3 -2.19008 0.62035 0.80297  -0.0144
C4 -0.22166 -0.37996 -0.47093  -0.3436
O1 1.86663 1.50158 -0.49226  -0.3288
P1 1.22187 0.27068 0.48537  0.8014
H1 3.31464 -0.99651 0.15008  -0.0278
H2 1.93284 -1.96492 0.52300  -0.0248
H3 -2.34620 -0.52638 -0.85692  0.0888
H4 -1.75372 0.98284 -1.11329  0.0935
H5 -3.29726 0.74735 0.78734  0.0580
H6 -1.75472 0.43512 1.82434  0.0614
H7 -0.19695 -1.33356 0.07510  0.0688
H8 0.27366 -0.48290 -1.43232  0.0758
H9 2.51557 2.02160 -0.02083  0.0249


ii | A 2-piece molecular cluster, C4H9OP overall, computed with ωB97M-V with the def2-TZVPD basis set.

Each line ends with the Löwdin charge.
Geometry (Å):
C1 1.77209 -0.63180 -0.11508  -0.3487
C2 2.81857 -1.42075 0.45776  -0.0554
C3 -0.61162 -0.76475 -1.99020  -0.2006
C4 -0.21974 -1.48613 -0.77109  -0.5203
O1 1.78796 0.51894 -0.36435  0.0678
P1 -1.06016 -0.92984 0.73387  0.7731
H1 2.46981 -2.29372 0.98408  0.0733
H2 3.49092 -0.87692 1.07626  0.0776
H3 3.34975 -2.02284 -0.35713  0.1282
H4 -0.23025 0.28763 -1.92465  0.0818
H5 -0.49925 -1.26394 -2.89948  0.0435
H6 -1.74149 -0.43372 -1.92896  0.0936
H7 0.05812 -2.49753 -0.70184  0.0270
H8 -1.13239 -2.19678 1.44665  -0.0919
H9 -2.29418 -1.10212 0.21962  -0.1490


ii wins, 42.7 kJ/mol ahead of the next structure.